#one
This record from the OMol25 dataset describes a single C6H13NO molecule. The level of theory is ωB97M-V/def2-TZVPD.

SMILES: CCCN[C@H](C)C=O
Kohn-Sham gap: 9.69 eV
net charge: 0

Element x y z (Å)
C (2.9171, -1.3425, 0.7978)
C (2.1276, -1.1103, -0.4860)
C (0.6372, -0.9281, -0.2608)
N (0.1864, 0.4571, -0.5638)
C (-1.2453, 0.5837, -0.6879)
C (-1.6507, 2.0110, -0.9994)
C (-2.0018, 0.1712, 0.6218)
O (-1.4877, 0.2044, 1.7030)
H (3.0133, -0.3837, 1.3175)
H (3.9643, -1.5739, 0.5745)
H (2.5533, -2.1195, 1.4653)
H (2.5480, -0.2067, -0.9325)
H (2.3019, -1.8941, -1.2248)
H (-0.0071, -1.5724, -0.8648)
H (0.3479, -1.1614, 0.7676)
H (0.5789, 1.0598, 0.1497)
H (-1.6154, -0.1918, -1.3641)
H (-0.8257, 2.7161, -0.9818)
H (-2.4630, 2.4308, -0.4117)
H (-1.9979, 2.0386, -2.0364)
H (-3.0652, -0.1084, 0.4939)


#two
This record from the OMol25 dataset describes a single C6H13NO molecule. The level of theory is ωB97M-V/def2-TZVPD.

SMILES: CC(=O)NCC(C)C
Kohn-Sham gap: 10.40 eV
net charge: 0

Element x y z (Å)
C (0.2584, 3.1504, 0.0884)
C (0.0982, 1.7375, 0.7211)
O (-0.5642, 1.7138, 1.7322)
N (0.7115, 0.6722, 0.0610)
C (0.3884, -0.6859, 0.4344)
C (-0.3534, -1.4980, -0.6958)
C (-1.1816, -2.6843, -0.0799)
C (0.5900, -1.9604, -1.7802)
H (-0.6916, 3.6205, 0.2080)
H (0.4299, 3.1144, -1.0118)
H (0.9889, 3.7414, 0.6119)
H (1.2906, 0.8047, -0.7679)
H (1.4719, -1.0803, 0.6712)
H (-0.0695, -0.7473, 1.4761)
H (-1.0833, -0.9172, -1.1690)
H (-0.5205, -3.5631, 0.1440)
H (-1.9198, -3.0468, -0.7984)
H (-1.6666, -2.3319, 0.8086)
H (1.5881, -1.4623, -1.7860)
H (0.1334, -1.8200, -2.8856)
H (0.7815, -3.0840, -1.9134)


#three
This record from the OMol25 dataset describes a single C6H13NO molecule. The level of theory is ωB97M-V/def2-TZVPD.

SMILES: CC(=O)NCC(C)C
Kohn-Sham gap: 10.24 eV
net charge: 0

Element x y z (Å)
C (-0.0239, -0.1523, 3.0633)
C (-0.1514, -0.7429, 1.7004)
O (-0.9665, -1.5944, 1.3256)
N (0.6680, -0.1500, 0.7289)
C (0.3140, -0.5650, -0.6096)
C (-0.2860, 0.6241, -1.4312)
C (-0.3334, 0.3094, -3.0083)
C (0.6622, 1.7888, -1.3797)
H (0.4399, 0.8223, 3.2564)
H (0.4125, -0.9110, 3.8330)
H (-1.0259, -0.0961, 3.3456)
H (1.4779, 0.5188, 0.7818)
H (1.1925, -0.7908, -1.1581)
H (-0.5594, -1.3095, -0.5596)
H (-1.4168, 0.9462, -1.1692)
H (0.6744, -0.1727, -3.3304)
H (-0.5992, 1.1792, -3.6670)
H (-1.1268, -0.4022, -3.1333)
H (1.5681, 1.6238, -1.6996)
H (0.7042, 2.1737, -0.3163)
H (0.2257, 2.6511, -1.8996)


Pick #two: it beats the second-best structure by 43.3 kJ/mol.


#one
This record from the OMol25 dataset describes 3 unconnected molecules or ions with the total composition C6H13NO. The level of theory is ωB97M-V/def2-TZVPD.

Kohn-Sham gap (alpha / beta): 8.05 / 8.04 eV
net charge: 0

Element x y z (Å)
C (1.0540, 1.1421, 0.3183)
C (0.7000, 2.1328, -0.7300)
C (0.6915, -1.7027, 0.4161)
N (0.3975, -0.7156, -0.3325)
H (0.9356, 1.4606, 1.3422)
H (2.0038, 0.6414, 0.1579)
H (1.5382, -1.6242, 1.0907)
H (0.1216, -2.6305, 0.3944)
H (0.7385, 1.6985, -1.7299)
H (1.4477, 2.9365, -0.6960)
H (-0.2832, 2.5580, -0.5463)
C (-1.0899, 0.1572, 2.1112)
C (-0.5915, -0.7692, -1.3251)
C (-0.6526, -1.7252, -2.2521)
O (-1.0134, 0.8156, 0.9224)
H (-1.2748, 0.0654, -1.2843)
H (-0.6947, -0.8951, 2.0553)
H (-2.1344, 0.0454, 2.4470)
H (-0.5337, 0.6425, 2.9419)
H (0.0602, -2.5396, -2.2888)
H (-1.4205, -1.6939, -3.0127)


#two
This record from the OMol25 dataset describes a single C6H13NO molecule. The level of theory is ωB97M-V/def2-TZVPD.

SMILES: [H]/N=C/C(C)(C)[C@H](C)O
Kohn-Sham gap: 10.13 eV
net charge: 0

Element x y z (Å)
H (2.8530, -1.5957, 0.8074)
N (2.2198, -1.1090, 0.1756)
C (1.0470, -0.9948, 0.5749)
C (-0.1167, -0.5401, -0.1818)
C (-0.1586, -1.1417, -1.5837)
C (-1.4401, -0.7310, 0.5498)
C (0.1931, 1.1238, -0.3796)
C (0.4369, 1.8591, 0.9305)
O (-0.8421, 1.7125, -1.1205)
H (0.6724, -1.4984, 1.6226)
H (-0.5356, -2.1615, -1.5443)
H (0.8372, -1.1521, -2.0171)
H (-0.8101, -0.5380, -2.2128)
H (-1.4178, -0.2965, 1.5475)
H (-1.6451, -1.7945, 0.6585)
H (-2.2523, -0.2864, -0.0239)
H (1.0772, 1.1880, -1.0188)
H (0.5993, 2.9189, 0.7309)
H (1.3149, 1.4626, 1.4335)
H (-0.4200, 1.7687, 1.5990)
H (-1.6123, 1.8063, -0.5477)


Pick #two: it beats the second-best structure by 460.2 kJ/mol.